1.
Entry from the OMol25 dataset: a 2-piece molecular cluster, C2H4ClP overall in a non-equilibrium geometry (wB97M-V/def2-TZVPD).

```
! RIJCOSX wB97M-V def2-TZVPD def2/J DEFGRID3
* xyz 0 1
H 0.4591 -1.1310 -1.1535
Cl -3.4003 3.4417 1.6158
H 1.7019 -0.0156 -0.8420
P -0.1632 -0.6109 2.2512
H 1.9297 -1.5268 -0.1736
C 0.4561 -0.7287 0.8371
C 1.2382 -0.8181 -0.3624
H -2.6139 2.7040 0.6858
*
```

## Properties
* relative energy (zero: lowest compared OMol25 entry of this formula, charge and spin): 39.5 kcal/mol
* LUMO level: 0.5 eV
* frontier orbital gap: 10.07 eV
* SMILES string: CC#P.Cl
* energy: -23947.7776 eV

Atomic partial charges in e from the Löwdin method, atoms 1 to 2: atom 1 (H): 0.113, atom 2 (Cl): 0.127

***

2.
Entry from the OMol25 dataset: a 5-piece molecular cluster, C9H26BrO6S overall in a non-equilibrium geometry (wB97M-V/def2-TZVPD).

```
! RIJCOSX wB97M-V def2-TZVPD def2/J DEFGRID3
* xyz -1 1
H -6.7948 -26.5552 -28.4553
H -1.9684 -18.4940 -28.5559
H -5.9257 -28.5663 -29.6002
C -6.5798 -28.7830 -28.7556
H -10.0850 -16.0898 -25.3746
H -9.5200 -18.0782 -26.8272
H -6.6953 -26.3734 -21.7880
C -6.4924 -27.4544 -27.9185
H -3.9213 -17.1951 -27.2816
H -8.1550 -18.9758 -25.1360
C -9.2473 -16.0630 -26.0716
O -4.0303 -19.0345 -29.0628
H -5.0655 -26.4603 -27.0101
H -2.7198 -21.6249 -28.8056
H -7.8576 -17.5633 -26.8730
H -6.2171 -29.6843 -28.2614
Br -5.5761 -22.8371 -24.2706
H -2.5702 -17.8424 -26.2558
H -7.3549 -28.9546 -21.8175
H -4.1445 -18.6123 -26.3879
S -3.9738 -20.1661 -30.2822
H -4.4929 -21.8034 -28.6639
H -3.6038 -22.5523 -30.0345
O -6.6321 -27.0506 -21.1106
C -3.6574 -21.7006 -29.3564
C -7.7156 -28.0460 -21.3353
O -5.1361 -27.3050 -27.4607
C -8.5338 -28.3431 -20.0835
C -3.3772 -18.0791 -26.9492
H -8.8599 -27.3977 -19.6500
C -8.7712 -17.5041 -26.2814
O -5.3249 -20.2972 -30.8063
O -2.7989 -19.7734 -31.1520
C -2.8881 -18.9298 -28.1657
O -8.5048 -18.0902 -25.0132
H -9.5388 -15.4991 -26.9577
H -9.4754 -28.8280 -20.3411
H -7.6237 -28.9760 -29.0031
H -7.1491 -27.4980 -27.0497
H -8.5325 -15.4872 -25.4838
H -7.9894 -28.8825 -19.3084
H -8.3792 -27.6800 -22.1188
H -2.4772 -19.8308 -27.7103
*
```

## Properties
* relative energy (zero: lowest compared OMol25 entry of this formula, charge and spin): 31.5 kcal/mol
* LUMO level: 2.6 eV
* frontier orbital gap: 6.66 eV
* energy: -102917.5637 eV

Atomic partial charges in e from the Löwdin method, atoms 1 to 2: atom 1 (H): 0.104, atom 2 (H): 0.111

***

3.
Entry from the OMol25 dataset: a 2-piece molecular cluster, C4H14N3S overall in a non-equilibrium geometry (wB97M-V/def2-TZVPD).

```
! RIJCOSX wB97M-V def2-TZVPD def2/J DEFGRID3
* xyz 1 1
H -4.0280 3.0309 -0.1519
C 1.5607 -0.1720 2.3195
C -3.8445 2.2934 -0.9291
H 2.0510 -2.5299 -1.4064
N 1.8070 -0.4743 0.9466
H -3.6281 1.3482 -0.4242
H -1.4323 1.1768 -0.8961
H 2.3279 0.2457 0.4855
C 1.7971 -1.6429 0.3339
H 1.4433 -3.6516 0.6531
H -0.3227 2.1694 -1.8373
H -4.8180 2.0737 -1.3789
N 1.2439 -2.6934 0.8845
H 1.4639 -1.0655 2.8976
H -1.0646 0.9524 -2.6579
H 3.3765 -1.6132 -1.0268
S -2.7699 2.5862 -2.3381
N 2.3848 -1.7321 -0.8801
H 2.3658 0.2453 2.9333
H 0.6526 -2.6621 1.7012
C -1.2911 1.6583 -1.8528
H 0.7247 0.4567 2.6244
*
```

## Properties
* relative energy (zero: lowest compared OMol25 entry of this formula, charge and spin): 38.9 kcal/mol
* LUMO level: -3.3 eV
* frontier orbital gap: 7.25 eV
* energy: -19673.9550 eV

Atomic partial charges in e from the Löwdin method, atoms 1 to 2: atom 1 (H): 0.035, atom 2 (C): -0.049

***

4.
Entry from the OMol25 dataset: one molecule with the formula C7H7N3O2 in a non-equilibrium geometry (wB97M-V/def2-TZVPD).

```
! RIJCOSX wB97M-V def2-TZVPD def2/J DEFGRID3
* xyz 0 1
H 1.8910 -2.1319 0.4027
C -3.6361 1.1025 -0.1973
H -4.3929 0.5964 -0.7139
C 0.9480 0.6184 -0.1086
H -3.2283 2.0218 -0.7063
H 4.0763 0.7758 -0.2632
O -0.9720 2.3488 0.0645
C 3.0500 0.9796 -0.1483
C 2.4047 -1.4042 -0.4207
C 1.2091 1.9997 0.0317
C -1.1868 1.0560 0.1128
N 2.5136 2.2087 -0.0965
C -2.3826 0.2313 0.0300
O -2.3528 -1.0213 0.0372
H 3.5334 -1.7229 -0.2296
N 2.1249 -0.0213 -0.1806
H 2.1461 -1.7118 -1.4510
H -4.0374 1.4263 0.6741
N 0.2291 2.9133 0.1377
*
```

## Properties
* relative energy (zero: lowest compared OMol25 entry of this formula, charge and spin): 199.1 kcal/mol
* LUMO level (alpha / beta): -1.1 / -1.0 eV
* frontier orbital gap (alpha / beta): 7.62 / 7.32 eV
* energy: -15929.8956 eV

Atomic partial charges in e from the Löwdin method, atoms 1 to 2: atom 1 (H): 0.140, atom 2 (C): 0.016

***

5.
Entry from the OMol25 dataset: one molecule with the formula C5H9NO in a non-equilibrium geometry (wB97M-V/def2-TZVPD).

```
! RIJCOSX wB97M-V def2-TZVPD def2/J DEFGRID3
* xyz 0 1
C -0.8377 -0.7546 -0.1801
H 2.3626 -1.7046 0.0378
C 1.1870 0.6933 -0.2064
H -1.3768 -1.0380 -1.1012
H -3.0971 1.4699 1.3000
H 1.3262 -1.3643 1.2894
H 1.0680 0.9018 0.8849
O 1.6272 1.5332 -0.9357
H -1.0321 -1.6414 0.4051
C -1.5567 0.5024 0.1959
C -2.5340 0.5726 1.0859
H -2.7463 -0.2688 1.7387
C 0.6551 -0.6948 -0.5317
H 0.9115 -0.9668 -1.5550
N 1.3931 -1.6527 0.3203
H -1.2477 1.4247 -0.2769
*
```

## Properties
* relative energy (zero: lowest compared OMol25 entry of this formula, charge and spin): 50.7 kcal/mol
* LUMO level: 1.0 eV
* frontier orbital gap: 10.26 eV
* SMILES string: C=CC[C@H](N)C=O
* energy: -8867.0161 eV

Atomic partial charges in e from the Löwdin method, atoms 1 to 2: atom 1 (C): -0.163, atom 2 (H): 0.075

***

6.
Entry from the OMol25 dataset: one molecule with the formula C22H42N4 in a non-equilibrium geometry (wB97M-V/def2-TZVPD).

```
! RIJCOSX wB97M-V def2-TZVPD def2/J DEFGRID3
* xyz 0 1
C 1.7157 0.7515 -2.6293
H 1.2125 1.7367 -4.5019
C -0.5621 -0.3029 -7.0564
H 1.5087 -1.3656 -4.7233
C 1.7847 -1.1217 0.4549
H -2.8293 -0.8140 5.8609
N 0.5266 3.1639 -6.7008
H -1.1019 0.1490 6.7025
N 1.3569 4.1656 -6.5223
N -0.9285 4.0463 -4.9211
C 1.7439 0.7950 -4.2089
C 0.3683 -1.1746 5.7163
H 0.1965 -0.0901 1.6455
C -2.9799 -1.5421 6.7025
C 1.4254 -0.0056 5.5116
H 1.5131 -0.9601 -6.9238
H 1.7199 5.8643 -5.3602
H -3.8856 -3.5956 6.9073
H -5.0039 -1.8985 4.5437
C -1.5663 -1.9773 7.2737
C 2.2533 -0.6298 -2.0886
H 1.7641 1.5619 3.9661
H -1.1777 -0.9093 -6.3517
C -3.7304 -2.8092 6.1276
C -5.1319 -2.4282 5.5185
H 3.7889 -0.8725 -0.4845
H 0.8983 -2.1413 5.8955
H -0.3277 -1.2642 4.8377
H 1.6817 -1.4935 3.2769
H -3.5532 -1.0663 7.5321
H -0.0689 -0.5087 -4.5053
H 1.3997 0.8074 -6.7097
H 2.8393 0.6584 -0.3954
C -0.5498 -0.7884 6.9519
N -0.1032 5.0488 -4.7381
C 0.9751 -0.3917 -4.8883
H 0.1845 0.6897 3.7552
C 1.2616 0.5674 4.0458
C 2.7667 -0.4381 -0.6000
H -3.1018 -3.2094 5.2867
H -1.5993 -2.0816 8.3879
C 0.9986 5.0332 -5.5380
H -2.3117 0.7799 -7.7057
H 2.7882 0.8979 -4.6082
C 0.8841 -0.1478 -6.4638
H 0.8553 -1.4149 -0.0974
H 1.3940 -1.3474 -2.1581
H 3.0217 -0.2697 3.0422
H 2.2863 1.6376 -2.2474
C -1.5330 1.9291 -6.0394
H 1.2481 0.8401 6.2217
C 1.3151 -0.1104 1.5906
H 3.0746 -0.9819 -2.7596
H -0.8331 1.6385 -8.1840
H -0.5009 -0.8259 -8.0466
C -1.2910 1.0809 -7.3342
H 1.6329 0.9300 1.3272
H 2.3219 -1.9965 0.8904
H -5.7143 -3.3649 5.3223
H 2.4563 -0.4267 5.6312
H -1.2222 -2.9134 6.7709
H 0.6713 0.8844 -2.2297
H -5.7225 -1.7531 6.1861
C -0.5526 3.1544 -5.8778
H -2.5832 2.3183 -5.9834
H -1.4049 1.2902 -5.1247
H 0.1190 -0.5525 7.8167
C 1.9181 -0.4352 3.0078
*
```

## Properties
* LUMO level: -0.8 eV
* frontier orbital gap: 8.92 eV
* SMILES string: CCCCCCCCCCCCCCCCCCCCc1nncnn1
* energy: -29451.8337 eV

Atomic partial charges in e from the Löwdin method, atoms 1 to 2: atom 1 (C): -0.213, atom 2 (H): 0.078

***

7.
Entry from the OMol25 dataset: a 2-piece molecular cluster, C47H46N2O2 overall in a non-equilibrium geometry (wB97M-V/def2-TZVPD).

```
! RIJCOSX wB97M-V def2-TZVPD def2/J DEFGRID3
* xyz 0 1
C 0.5727 -2.0228 0.8599
H 2.7355 7.0630 1.9526
C -4.5185 -1.0825 -1.6954
H -1.5057 -0.2767 -1.2801
H -2.4500 2.8638 -0.3622
H -2.5335 -2.9451 4.8951
O 1.6646 -5.8033 2.2525
H -1.3806 0.4902 0.9622
H 7.2025 -2.1593 0.7867
C 1.3086 6.1305 3.3062
C -3.3357 -1.9277 0.3189
C -2.4775 -0.0918 -0.8245
H -2.0836 -1.0824 3.3469
H -2.1256 -0.5613 -5.3443
C 2.1804 6.1577 2.2090
C -1.2713 3.6052 -3.4104
C -2.4015 0.1981 0.6973
H -5.2186 0.9177 -1.4704
C -3.5698 -3.7595 1.8073
C 1.7036 3.8062 1.7348
H -2.7278 -1.0146 -3.7352
H -0.3435 3.6740 -6.5664
C 3.3401 2.3224 0.4796
H -0.3222 -0.7262 -0.6050
C 1.2590 -4.5494 1.9199
C -1.0646 4.1591 -5.8931
H 1.1818 7.0213 3.9288
H -3.1511 -4.5208 4.2947
C 0.3617 -0.7680 0.2389
C -4.4853 0.3748 -2.0865
C -1.5808 3.1634 -0.9566
H -1.4666 -4.0523 3.9938
H -2.0806 1.6892 -6.0983
N -3.3132 -1.2801 -0.9079
C 5.5549 -0.7869 0.5558
H 3.7362 -5.4462 2.3747
H -4.4771 -1.7409 -2.5782
H 3.0682 5.0246 0.6100
C 6.1239 1.4081 -0.2880
C 0.2095 -4.4380 0.9695
H 8.1796 1.7559 -0.7758
H -3.0806 1.0283 0.9622
C 7.8544 -0.2603 -0.0308
H -0.7870 -3.1455 -0.4050
C -2.5609 -1.6666 2.5596
H -4.4648 -5.0718 -0.3267
H -0.8010 4.5592 -3.1528
H -5.4262 -1.3507 -1.1293
C -0.0722 -3.2100 0.4112
C 0.7935 3.8041 2.8192
H -5.4579 -3.6696 -0.7518
C 2.3643 5.0143 1.4365
C 2.9259 -5.9203 2.9471
C 2.7205 -0.0219 0.1293
H 2.8717 -5.4680 3.9481
C -3.7980 -3.2343 0.5376
H -0.3086 -5.3427 0.6628
H 2.9705 -1.0412 -0.1796
C -2.4974 -3.6694 4.0721
C -2.3547 1.1130 -4.0628
C -1.9698 2.0015 -5.0572
H 5.8237 2.4225 -0.5297
H 8.9012 -0.5579 -0.1118
C 3.7236 0.9053 0.2524
C 1.0335 1.5767 0.8480
C 1.8631 -3.3821 2.4461
C -2.7861 -0.2497 -4.5191
C 1.3502 0.2757 0.3801
C 1.4860 -2.1494 1.9515
H -0.0587 4.9123 4.4628
H -0.6884 2.6955 -0.5190
H 0.0099 1.7781 1.1625
C 1.9830 2.5612 1.0055
H 1.9352 -1.2573 2.3894
C -2.3725 1.5551 -2.7160
C -2.9037 -3.0120 2.7915
H 2.6457 -3.4518 3.2077
C 6.8993 -1.1613 0.4629
C -2.7722 -1.1185 1.3036
C 7.4585 1.0303 -0.4038
C 0.6139 4.9479 3.6037
C -4.4270 -4.0056 -0.5734
C -1.7313 2.7735 -2.3869
C 5.1390 0.5132 0.1644
H -3.8070 -0.2256 -4.9360
H 4.8104 -1.4772 0.9695
O 4.1191 3.2607 0.2235
H -1.9474 4.3968 -6.5028
H -0.6290 5.0898 -5.5204
H 3.0864 -6.9950 3.0097
H -4.7022 0.5443 -3.1473
H -1.4448 4.2461 -0.8783
H -3.8639 -4.7936 2.0173
H 0.2761 2.8763 3.0820
C -1.4417 3.2573 -4.7568
N -3.1357 0.8694 -1.7287
H -3.8659 -3.8887 -1.5102
*
```

## Properties
* relative energy (zero: lowest compared OMol25 entry of this formula, charge and spin): 20.2 kcal/mol
* LUMO level: -1.7 eV
* frontier orbital gap: 5.14 eV
* SMILES string: COc1ccc(C=C2C=C(c3ccccc3)C(=O)C(c3ccccc3)=C2)cc1.Cc1cc(C)c(N2CCN3c4c(C)cc(C)cc4C[C@H]23)c(C)c1
* energy: -56558.4062 eV

Atomic partial charges in e from the Löwdin method, atoms 1 to 2: atom 1 (C): -0.202, atom 2 (H): 0.103

***

8.
Entry from the OMol25 dataset: a 2-piece molecular cluster, C3H11NOS overall in a non-equilibrium geometry (wB97M-V/def2-TZVPD).

```
! RIJCOSX wB97M-V def2-TZVPD def2/J DEFGRID3
* xyz 0 1
C -0.0998 1.9894 -0.3244
H -0.5419 2.2122 -1.2936
H 0.8485 -1.8113 -0.0714
N 0.2346 -1.7325 -0.8662
H -1.0488 -2.9639 2.1570
H 2.1435 2.7038 -0.1333
H -0.7982 -1.5038 2.4734
H -0.9109 2.0022 0.4083
C 0.5027 0.5941 -0.2577
H -0.4375 -0.1699 -1.9855
H 1.4978 0.5269 -0.7050
S 1.0109 3.3213 0.2333
C -0.4338 -0.4187 -0.9232
H -0.4647 -2.4560 -0.7884
H 0.6714 0.2880 0.7801
O -0.7572 -2.1370 1.7514
H -1.4166 -0.4448 -0.4547
*
```

## Properties
* relative energy (zero: lowest compared OMol25 entry of this formula, charge and spin): 13.1 kcal/mol
* LUMO level: 0.5 eV
* frontier orbital gap: 9.27 eV
* SMILES string: NCCCS.O
* energy: -17661.8523 eV

Atomic partial charges in e from the Löwdin method, atoms 1 to 2: atom 1 (C): -0.591, atom 2 (H): 0.069

***

9.
Entry from the OMol25 dataset: a 2-piece molecular cluster, C4H11N3O2 overall in a non-equilibrium geometry (wB97M-V/def2-TZVPD).

```
! RIJCOSX wB97M-V def2-TZVPD def2/J DEFGRID3
* xyz 0 1
C -0.5070 1.3091 -0.9830
H 2.0972 -1.1081 3.4242
O 0.5867 -1.5198 0.8045
N -0.1734 1.8517 0.2163
H 0.5617 2.3116 -2.4123
H 0.7440 -2.0029 3.9275
C 1.3027 -1.7303 3.0274
H 1.7675 -2.6204 2.6255
C -0.9177 -0.5443 -2.4022
N -0.6688 0.0597 -1.0931
H -1.8295 -1.1295 -2.3810
H -0.9187 0.1847 -3.2091
H -1.0477 2.1083 -2.7582
O -0.5127 -0.3288 2.3692
H -0.0052 2.7915 0.2123
H -0.4215 1.3944 1.0831
N -0.3731 2.2659 -2.0352
C 0.3640 -1.0995 2.0431
H 0.0543 -0.9991 0.1251
H -0.1027 -1.1944 -2.5841
*
```

## Properties
* relative energy (zero: lowest compared OMol25 entry of this formula, charge and spin): 10.6 kcal/mol
* LUMO level: 0.8 eV
* frontier orbital gap: 9.90 eV
* SMILES string: CN=C(N)N.CC(=O)O
* energy: -12892.3688 eV

Atomic partial charges in e from the Löwdin method, atoms 1 to 2: atom 1 (C): -0.507, atom 2 (H): 0.084

***

- Among the records above, which one has the highest energy?
  C5H9NO

***

- energy of number 2 (C9H26BrO6S)?
  -102917.5637 eV